DFT (ωB97M-V/def2-TZVPD) results for a structure of composition C14H24FeN2O10P.

Atoms and positions in Å:
1 O 0.007 1.769 0.863
2 H 0.302 -3.076 -6.381
3 H 3.030 -1.421 1.819
4 O -3.630 0.986 3.837
5 O 1.101 -1.235 -3.677
6 H 1.776 -3.086 -4.353
7 C -1.978 0.491 0.697
8 O 0.598 -1.231 0.929
9 H -1.592 -1.936 -1.650
10 O -1.748 0.038 -0.442
11 C 0.095 -2.417 -5.537
12 C 2.725 -3.239 -0.840
13 H 2.128 -1.693 -5.378
14 C 2.479 -0.567 2.224
15 H 3.281 -0.089 -0.373
16 O -1.172 2.603 3.466
17 C 1.365 -2.163 -4.760
18 C 2.876 0.709 1.484
19 H 3.926 0.930 1.692
20 C -3.137 0.184 1.584
21 O 2.482 -2.404 -2.002
22 H 2.997 -5.313 -0.381
23 H 1.792 -5.000 -1.641
24 C -1.076 1.409 1.368
25 H 3.521 -4.861 -2.010
26 H 2.742 -0.449 3.274
27 H -0.854 -3.144 0.376
28 Fe 0.517 0.101 -0.512
29 H -0.317 -1.484 -5.922
30 C 0.984 -0.834 2.114
31 N 2.654 0.612 0.016
32 H 0.667 1.383 -3.042
33 H 2.928 1.494 -0.406
34 C -2.918 0.985 2.876
35 N 0.160 1.523 -2.175
36 H -1.083 -4.706 -0.454
37 H 0.272 2.485 -1.875
38 H -1.855 -3.467 -2.502
39 H 2.275 1.543 1.847
40 H 3.690 -2.924 -0.440
41 H 1.963 -3.052 -0.082
42 O 0.107 -3.042 -2.168
43 C -1.423 -3.672 -0.390
44 O 0.230 -0.632 3.048
45 O -4.055 -0.558 1.348
46 H -2.473 -3.669 -0.094
47 C -1.630 1.801 2.698
48 P 1.022 -1.729 -2.154
49 C -1.274 -2.979 -1.720
50 H -0.828 1.382 -2.369
51 C 2.760 -4.693 -1.247
52 H -0.652 -2.894 -4.903

Values from the calculation:
Total energy, eV: -82041.3912
Total charge: 0
Relative energy (zero: lowest compared OMol25 entry of this formula, charge and spin), kJ/mol: 0.0
Multiplicity: 6
⟨S²⟩: 8.78

***

DFT (ωB97M-V/def2-TZVPD) results for an isolated molecule of CH5N3S2.

Atoms and positions in Å:
1 C -0.329 0.604 -0.087
2 H -2.674 0.885 0.041
3 H 1.563 1.162 -0.680
4 S -2.746 -0.547 -0.095
5 S -1.000 2.009 0.086
6 H 1.920 -0.842 1.049
7 H 2.055 -1.144 -0.622
8 N -1.046 -0.496 0.146
9 H -0.257 -1.267 0.335
10 N 1.018 0.438 -0.303
11 N 1.496 -0.803 0.130

Values from the calculation:
Total energy, eV: -27256.6311
Total charge: 0
Relative energy (zero: lowest compared OMol25 entry of this formula, charge and spin), kJ/mol: 143.2

***

DFT (ωB97M-V/def2-TZVPD) results for a cluster of 2 separate species, C4H10NO3 in total.

Atoms and positions in Å:
1 H -2.859 1.034 -0.576
2 H 0.471 -1.529 -1.553
3 O -3.215 0.786 0.306
4 H 2.666 -0.171 1.368
5 H 1.132 0.418 2.192
6 H -2.855 1.221 1.068
7 O -1.354 0.493 -1.948
8 C 1.635 0.185 1.239
9 O -0.384 -1.364 2.283
10 N 0.832 -0.650 0.410
11 C -0.114 -1.411 1.093
12 H 0.105 1.410 -0.806
13 H 0.632 1.044 -2.461
14 H -0.606 -2.230 0.575
15 C 0.653 -0.608 -1.026
16 C -0.085 0.701 -1.681
17 H 1.761 -0.514 -1.273
18 H 1.586 1.186 0.792

Values from the calculation:
Total energy, eV: -11941.9031
Total charge: -1
Relative energy (zero: lowest compared OMol25 entry of this formula, charge and spin), kJ/mol: 337.1

***

DFT (ωB97M-V/def2-TZVPD) results for the ion C7H17NPS with charge +1.

Atoms and positions in Å:
1 H -0.699 1.468 -1.244
2 H 2.394 -1.252 2.109
3 C 0.905 0.196 -1.846
4 C 1.757 -0.940 1.226
5 C -1.146 -1.041 -0.330
6 H 2.415 -0.402 0.439
7 N 0.188 0.995 -0.873
8 C -0.458 0.254 0.231
9 H 0.213 -0.265 -2.523
10 H -3.170 -1.538 0.266
11 H 1.478 0.877 -2.438
12 H 0.686 0.871 2.068
13 H -0.323 -1.829 -0.580
14 H 0.838 2.470 0.470
15 H 1.322 -0.633 -1.213
16 H -1.923 -2.836 0.623
17 H -1.821 -1.512 1.716
18 H 2.016 1.929 -0.562
19 H 1.495 -1.923 0.770
20 C 0.582 -0.137 1.585
21 H -1.723 -0.874 -1.180
22 P -1.953 1.265 0.877
23 H -0.095 -0.774 2.263
24 C 0.971 2.187 -0.566
25 S -2.566 2.109 -0.776
26 C -2.094 -1.713 0.667
27 H 0.714 3.047 -1.179

Values from the calculation:
Total energy, eV: -29140.4235
Total charge: +1
Relative energy (zero: lowest compared OMol25 entry of this formula, charge and spin), kJ/mol: 100.8